Below is C49H44F7N4O6S2SbTi as an isolated structure, with properties calculated with ωB97M-V with the def2-TZVPD basis set.

Geometry as XYZ:
```
114
Properties=species:S:1:pos:R:3:forces:R:3
Ti -0.3645 0.6054 -1.0985 -1.5671 -2.5284 0.4435
C -4.4673 2.5882 -1.3408 0.0071 -0.0821 0.0017
N -3.8832 1.7255 -0.3318 -0.1595 0.2765 0.1235
C -4.9252 1.1196 0.4676 0.1405 -0.0809 -0.0484
C -2.9417 2.4635 0.4933 0.0695 -0.3277 -0.0235
C -2.1574 1.5589 1.4363 -0.0931 -0.0017 0.0398
N -1.5404 0.3880 0.8102 0.1638 0.1451 0.1256
C -1.2542 -0.6055 1.6505 -0.2243 -0.4344 0.0773
C -0.6959 -1.8055 1.1166 0.0047 -0.0087 -0.2900
F -0.3190 -1.7545 -0.1974 -0.1438 -0.0844 0.5397
C -0.6095 -3.0056 1.7732 -0.0200 0.1788 0.0515
F -0.1684 -4.0910 1.1137 -0.0039 -0.0047 -0.0540
C -0.9861 -3.1230 3.0985 0.0231 0.0220 0.0568
C -1.3989 -1.9518 3.7064 -0.0803 -0.1948 -0.1653
F -1.7273 -2.0029 5.0168 0.0154 0.1002 0.0368
C -1.5134 -0.7439 3.0529 0.0337 -0.0472 0.1299
F -1.8887 0.3005 3.8433 0.0580 0.0282 -0.0402
H -5.1176 3.3628 -0.8888 -0.0351 0.0032 -0.0026
H -5.0659 1.9858 -2.0280 -0.0175 0.0039 -0.0227
H -3.6845 3.0970 -1.8975 0.0555 -0.0231 -0.0551
H -5.4819 1.8692 1.0643 -0.0046 0.0225 -0.0144
H -4.4954 0.3868 1.1498 -0.0693 -0.0377 0.0234
H -5.6278 0.6054 -0.1886 -0.0245 -0.0224 0.0087
H -3.4737 3.2084 1.1227 0.0687 0.0116 -0.0176
H -2.2742 3.0027 -0.1649 -0.0387 0.1122 -0.0428
H -2.8608 1.2279 2.2022 0.1059 0.0676 0.0113
H -1.3935 2.1679 1.9405 -0.0910 0.0625 0.0070
H -0.9122 -4.0535 3.6364 0.0088 -0.0358 0.0333
C -2.3822 2.0248 -4.6833 0.0179 -0.0507 -0.2231
C -2.5035 0.5289 -4.9489 0.0398 0.1274 0.1560
C -3.4672 -0.0889 -3.9704 0.1889 -0.1104 0.2889
C -4.8001 -0.2089 -4.3478 -0.1055 0.0621 -0.0182
C -5.7456 -0.7712 -3.5095 -0.0715 -0.0348 -0.0338
C -5.3386 -1.2576 -2.2807 -0.0182 0.0221 -0.0084
C -4.0185 -1.1462 -1.8616 0.1702 0.1251 0.0517
C -3.6196 -1.7912 -0.5629 0.0648 -0.1295 -0.2437
C -3.0139 -3.1812 -0.7890 -0.0776 0.0823 0.0723
C -3.0619 -0.5126 -2.6800 -0.2623 -0.2803 -0.2440
N -1.6847 -0.4886 -2.2991 -0.4441 0.0595 -0.5064
C -0.9945 -1.4347 -2.9811 -0.0377 -0.4521 -0.2732
C 0.4031 -1.4411 -2.9098 0.1970 -0.1404 -0.1026
C 1.3870 -2.2261 -3.5358 -0.2321 -0.1403 0.0790
C 2.6190 -1.6883 -3.1361 0.0778 0.0813 0.1566
C 2.3471 -0.6220 -2.2894 0.2769 -0.0781 -0.1803
N 0.9970 -0.4629 -2.1336 0.3536 -0.6746 -0.8558
H -1.6468 2.4922 -5.3377 0.0001 0.0572 -0.0278
H -2.0480 2.1678 -3.6664 -0.0637 0.0842 0.1332
H -3.3470 2.5216 -4.8081 -0.0051 0.0481 0.0165
H -1.5191 0.0719 -4.8476 -0.0015 -0.0293 -0.0592
H -2.8593 0.3543 -5.9693 0.0066 -0.0775 0.0292
H -5.1015 0.1412 -5.3303 0.0585 0.0228 -0.0265
H -6.7806 -0.8554 -3.8209 -0.0054 -0.0099 -0.0209
H -6.0485 -1.7655 -1.6347 -0.0105 0.0467 0.0441
H -4.5074 -1.8912 0.0684 0.0291 0.0910 0.0641
H -2.9015 -1.1394 -0.0744 -0.0811 -0.0233 0.1315
H -3.6875 -3.7997 -1.3874 -0.0103 -0.0365 -0.0057
H -2.8385 -3.6836 0.1643 0.0206 -0.0347 0.0109
H -2.0639 -3.0978 -1.3134 0.0210 -0.0629 -0.0394
H -1.5247 -2.1585 -3.5973 0.0514 0.0225 0.0156
H 1.2124 -3.0723 -4.1827 -0.0135 0.0023 -0.0552
H 3.5984 -2.0343 -3.4322 0.0546 0.0476 0.0071
H 3.0540 0.0780 -1.8729 -0.0208 -0.0051 0.0494
O -1.7634 4.4377 -2.2454 0.3227 0.0732 0.5427
S -0.5140 3.6936 -2.1882 -1.5806 0.3834 -1.3772
O 0.2007 3.7253 -3.4337 0.3866 -0.1390 0.4115
O -0.8397 2.3128 -1.6905 -0.5005 2.8650 -0.9582
C 0.4444 4.5687 -0.9477 0.5079 -0.4535 0.3570
C 0.2491 5.9377 -0.8816 -0.1807 0.2346 -0.1161
C 0.9683 6.7149 0.0123 0.3155 -0.3764 0.2745
C 1.8839 6.1070 0.8759 -0.3625 0.4008 -0.2024
C 2.0995 4.7464 0.8015 0.0835 -0.5757 0.0388
C 1.3999 3.9721 -0.1152 -0.5345 0.6737 -0.4692
S 1.7829 2.2808 -0.3959 1.4025 -1.0308 0.7401
O 1.6873 2.0889 -1.8219 0.2609 0.3044 0.4074
O 3.0879 2.0101 0.1792 -0.1565 0.6583 0.1324
O 0.7449 1.4771 0.3297 1.1383 1.6588 0.5756
H -0.4732 6.3766 -1.5561 -0.0455 0.0325 0.0541
H 0.8273 7.7867 0.0441 -0.0668 0.0259 -0.0103
H 2.4245 6.7064 1.5972 0.0550 -0.0188 -0.0082
H 2.8199 4.2434 1.4341 0.0750 0.0648 -0.0142
F 8.5134 0.7855 1.7436 -0.0313 -0.0218 0.0066
C 7.2077 0.4045 1.6430 -0.0797 -0.0751 0.0009
C 6.3196 0.8016 2.6199 0.1170 0.0503 0.0361
C 4.9893 0.4170 2.5052 -0.0421 -0.0704 -0.0906
C 4.5539 -0.3570 1.4361 -0.2489 0.1173 -0.2455
C 5.4832 -0.7347 0.4703 -0.0176 0.0007 0.0549
C 6.8179 -0.3679 0.5679 0.1153 0.0399 -0.0272
Sb 2.4667 -0.8495 1.0257 0.9056 -1.0885 1.0745
C 2.0136 -0.7965 3.1747 -0.0809 0.0237 -0.5439
C 1.8785 -1.9327 3.9648 0.0700 0.1765 0.0501
C 1.5465 -1.8313 5.3104 -0.0203 -0.0495 0.1036
C 1.3503 -0.5794 5.8526 0.1075 -0.0346 -0.1115
F 1.0683 -0.4727 7.1785 -0.0613 -0.0007 -0.0207
C 1.4438 0.5697 5.0950 -0.0239 0.0996 0.0707
C 1.7606 0.4496 3.7487 0.0203 -0.1247 0.0115
C 3.0545 -2.9811 1.0098 -0.3068 0.4686 -0.1907
C 3.9062 -3.6080 1.9142 0.0139 0.0557 -0.0248
C 4.2755 -4.9370 1.7533 0.0974 -0.0694 0.0914
C 3.7865 -5.6315 0.6656 -0.0661 0.1331 -0.1039
F 4.1633 -6.9302 0.4952 -0.0351 0.0321 0.0294
C 2.9485 -5.0471 -0.2608 0.0831 -0.1365 0.0183
C 2.5917 -3.7164 -0.0796 -0.0866 0.0085 -0.0178
H 6.6684 1.4085 3.4459 -0.0005 0.0028 0.0073
H 4.2812 0.7349 3.2600 0.0422 0.0166 0.0479
H 5.1539 -1.3238 -0.3796 0.0730 -0.0222 -0.0282
H 7.5453 -0.6588 -0.1787 0.0104 0.0069 -0.0109
H 2.0287 -2.9095 3.5262 -0.0363 -0.0537 0.0566
H 1.4169 -2.7099 5.9287 0.0229 -0.0122 0.0360
H 1.2643 1.5321 5.5555 -0.0371 0.0163 -0.0006
H 1.8096 1.3408 3.1309 -0.0240 0.0502 0.0305
H 4.3019 -3.0479 2.7537 0.0455 -0.0078 0.0259
H 4.9433 -5.4298 2.4483 0.0053 -0.0129 0.0118
H 2.5878 -5.6180 -1.1060 0.0018 -0.0089 -0.0162
H 1.9435 -3.2474 -0.8136 -0.0032 -0.0233 -0.0252
```
Forces are in eV/Å.

total charge	-2
2S+1	3
E_LUMO (alpha / beta)	4.010 / 4.009	eV
gap between HOMO and LUMO (alpha / beta)	0.144 / 0.233	Eh

Atom charges from the Löwdin analysis, given in e for atoms 1 to 99: number 1, Ti, carries 0.9476; number 2, C, carries -0.0868; number 3, N, carries -0.2344; number 4, C, carries -0.1095; number 5, C, carries -0.1995; number 6, C, carries -0.2019; number 7, N, carries -0.0391; number 8, C, carries -0.2090; number 9, C, carries -0.2034; number 10, F, carries 0.0043; number 11, C, carries -0.2556; number 12, F, carries 0.0823; number 13, C, carries 0.0189; number 14, C, carries -0.2427; number 15, F, carries 0.0641; number 16, C, carries -0.1301; number 17, F, carries 0.0411; number 18, H, carries 0.0827; number 19, H, carries 0.0791; number 20, H, carries 0.0593; number 21, H, carries 0.0839; number 22, H, carries 0.0735; number 23, H, carries 0.0739; number 24, H, carries 0.1236; number 25, H, carries 0.0781; number 26, H, carries 0.0960; number 27, H, carries 0.1209; number 28, H, carries 0.1223; number 29, C, carries -0.0803; number 30, C, carries -0.1925; number 31, C, carries -0.1726; number 32, C, carries -0.0735; number 33, C, carries -0.1164; number 34, C, carries -0.0810; number 35, C, carries -0.1821; number 36, C, carries -0.1945; number 37, C, carries -0.0722; number 38, C, carries -0.1629; number 39, N, carries -0.0486; number 40, C, carries -0.1631; number 41, C, carries -0.3410; number 42, C, carries -0.0881; number 43, C, carries -0.1391; number 44, C, carries -0.2393; number 45, N, carries -0.0959; number 46, H, carries 0.0747; number 47, H, carries 0.0297; number 48, H, carries 0.0792; number 49, H, carries 0.1005; number 50, H, carries 0.1022; number 51, H, carries 0.1008; number 52, H, carries 0.0852; number 53, H, carries 0.1034; number 54, H, carries 0.1049; number 55, H, carries 0.0698; number 56, H, carries 0.0726; number 57, H, carries 0.0644; number 58, H, carries 0.0578; number 59, H, carries 0.1283; number 60, H, carries 0.0766; number 61, H, carries 0.0760; number 62, H, carries 0.0733; number 63, O, carries -0.3196; number 64, S, carries 0.5270; number 65, O, carries -0.2669; number 66, O, carries -0.4455; number 67, C, carries -0.2009; number 68, C, carries -0.0555; number 69, C, carries -0.0722; number 70, C, carries -0.0807; number 71, C, carries -0.0510; number 72, C, carries -0.2156; number 73, S, carries 0.4719; number 74, O, carries -0.3030; number 75, O, carries -0.3365; number 76, O, carries -0.4842; number 77, H, carries 0.1125; number 78, H, carries 0.0967; number 79, H, carries 0.0975; number 80, H, carries 0.1132; number 81, F, carries 0.0167; number 82, C, carries -0.2930; number 83, C, carries -0.0254; number 84, C, carries -0.1052; number 85, C, carries -0.3532; number 86, C, carries -0.1185; number 87, C, carries -0.0225; number 88, Sb, carries 1.6865; number 89, C, carries -0.3351; number 90, C, carries -0.1212; number 91, C, carries -0.0222; number 92, C, carries -0.2877; number 93, F, carries 0.0288; number 94, C, carries -0.0186; number 95, C, carries -0.1319; number 96, C, carries -0.3406; number 97, C, carries -0.1312; number 98, C, carries -0.0290; number 99, C, carries -0.2894